Entry 1:
Here is 2 unconnected molecules or ions with the total composition C32H41N4OP in a non-equilibrium geometry from the Open Molecules 2025 dataset. Energies are from ωB97M-V/def2-TZVPD.

XYZ file:
```
79
Properties=species:S:1:pos:R:3
P 0.961 -3.621 7.291
O 1.050 -4.805 8.184
N 0.838 -3.938 5.659
N 1.406 -0.072 1.879
N -0.507 0.822 1.584
N 0.836 1.022 1.422
C -2.826 -1.058 7.786
C -2.708 -1.929 6.693
C 2.966 -5.598 3.296
C 1.746 -7.207 1.959
C 2.960 -6.652 2.385
C 0.492 -0.995 2.388
C 3.304 -2.743 8.470
C -0.764 -0.407 2.117
C 3.306 0.989 0.968
C -2.176 -0.984 2.042
C -1.276 2.096 1.726
C 1.745 -5.095 3.788
C -2.132 -2.512 2.009
C 2.481 -1.376 6.640
C 0.535 -5.716 3.434
C 4.433 -1.928 8.573
C 3.617 -0.562 6.744
C 2.340 -2.479 7.487
C -0.868 2.944 0.546
C 1.728 -3.975 4.729
C -0.664 -1.787 8.609
C -2.847 -0.550 0.728
C 4.603 -0.850 7.695
C -0.528 -2.631 7.499
C 0.536 -6.738 2.483
C 0.887 -2.171 3.027
C -1.810 -0.998 8.749
C -0.935 2.773 3.036
C 2.866 -0.182 1.815
C -2.974 -0.476 3.245
C -1.568 -2.736 6.569
C 3.480 -0.188 3.196
H -3.143 -2.909 1.826
H -0.393 -5.367 3.890
H 3.182 0.715 3.748
H 3.905 -7.045 2.007
H -3.709 -0.423 7.878
H 1.847 -2.593 2.730
H 3.158 -3.590 9.142
H -0.410 -7.174 2.161
H -1.765 -2.939 2.948
H 5.178 -2.133 9.341
H -1.267 2.179 3.893
H -1.908 -0.330 9.607
H 0.222 2.986 0.492
H 0.113 -2.672 3.602
H -1.434 3.746 3.081
H -3.871 -0.942 0.701
H -2.500 -0.794 4.182
H -1.478 -2.845 1.189
H 2.759 1.022 0.024
H 3.723 0.300 6.081
H 4.575 -0.200 3.119
H 2.612 -3.312 4.736
H 0.148 2.937 3.097
H 5.499 -0.229 7.758
H 3.118 1.926 1.503
H -2.333 1.838 1.691
H 3.072 -1.137 1.322
H -3.040 0.621 3.243
H -2.906 0.536 0.611
H -1.483 -3.434 5.734
H 0.134 -1.749 9.350
H -3.499 -1.996 5.940
H 4.373 0.922 0.748
H -3.997 -0.877 3.218
H -1.267 3.956 0.662
H -2.300 -0.958 -0.130
H 3.897 -5.142 3.642
H 3.161 -1.070 3.754
H -1.257 2.537 -0.390
H 1.742 -8.030 1.248
H 1.705 -1.147 5.905
```

Summary:
net charge	0
molecular weight	528.68	g mol⁻¹
E_HOMO	-6.035	eV
LUMO energy	0.218	eV
orbital gap	6.252	eV
calculated total energy	-1879.5145	hartree
ΔE to the lowest compared entry with this formula, charge and spin	0.000	eV

Entry 2:
Here is a molecular structure, C32H42BrNOOsS3 from the Open Molecules 2025 dataset. Energies are from ωB97M-V/def2-TZVPD.

XYZ file:
```
81
Properties=species:S:1:pos:R:3
Os 0.021 1.590 -0.347
Br -1.764 0.190 -2.379
S -0.685 3.874 3.495
S -2.002 1.659 0.889
S 0.929 0.563 1.932
O 0.607 -0.601 -0.742
N 1.896 1.752 -1.282
C -2.572 3.300 1.445
C -1.823 -3.825 -1.367
C 0.922 3.266 2.912
C -2.062 -5.979 -2.533
C 1.763 -3.297 -0.088
C -2.198 -2.549 -1.858
C 4.477 3.335 0.886
C 1.602 -3.684 1.390
C -0.544 -3.975 -0.792
C 2.083 4.032 -0.419
C -1.804 0.766 2.464
C 2.797 4.968 0.328
C -0.294 3.459 -1.064
C -1.666 5.125 -2.185
C 2.625 2.750 -0.503
C -0.069 -1.634 -1.020
C 3.798 2.385 0.135
C -4.121 -4.660 -2.012
C 0.785 4.374 -1.065
C -0.602 6.018 -2.170
C -1.552 4.297 1.965
C 0.374 -2.967 -0.648
C 3.977 4.627 0.972
C -1.508 3.866 -1.631
C 2.803 -2.175 -0.184
C -0.635 -0.196 2.414
C 2.324 -4.493 -0.879
C -1.342 -1.509 -1.696
C -2.856 -5.746 -0.158
C 0.609 5.643 -1.612
C 1.233 1.804 3.229
C -2.725 -5.033 -1.514
H -0.822 4.552 1.197
H 1.687 3.876 3.392
H -0.710 7.005 -2.598
H -4.621 -3.959 -1.342
H -2.681 -6.868 -2.651
H 1.206 -2.849 1.974
H -1.657 1.518 3.239
H 2.553 -1.316 0.433
H -4.105 -4.237 -3.017
H -2.105 5.214 2.179
H -3.106 3.713 0.590
H 2.405 5.972 0.427
H 2.952 -1.849 -1.215
H 0.937 -4.537 1.519
H 3.752 -2.579 0.169
H 1.712 -5.387 -0.783
H -3.553 -6.577 -0.262
H 0.694 1.466 4.116
H -2.346 3.176 -1.652
H 2.296 1.693 3.445
H -1.911 -6.160 0.190
H -1.961 -5.505 -3.510
H 1.801 2.059 -2.253
H -0.511 -0.675 3.387
H 4.506 5.375 1.546
H 5.399 3.069 1.383
H 1.004 3.469 1.844
H -0.268 -4.967 -0.467
H -4.732 -5.560 -2.059
H 1.436 6.341 -1.617
H -2.736 0.234 2.658
H 2.418 -4.255 -1.939
H -2.609 5.411 -2.629
H 2.376 0.853 -1.275
H -1.075 -6.302 -2.203
H -3.318 3.060 2.206
H -3.146 -2.411 -2.353
H 3.315 -4.739 -0.499
H 4.188 1.381 0.031
H -0.789 -0.993 1.682
H -3.247 -5.077 0.609
H 2.573 -3.950 1.806
```

Summary:
net charge	+2
molecular weight	823.03	g mol⁻¹
E_HOMO (spin up / spin down)	-13.537 / -13.873	eV
LUMO energy (spin up / spin down)	-4.830 / -8.013	eV
orbital gap (spin up / spin down)	8.707 / 5.860	eV
expectation value of S²	6.044
calculated total energy	-5233.2634	hartree
multiplicity	5
ΔE to the lowest compared entry with this formula, charge and spin	0.000	eV

Entry 3:
Here is a molecular structure, C32H42F3GeN5O5SSeSiW from the Open Molecules 2025 dataset. Energies are from ωB97M-V/def2-TZVPD.

XYZ file:
```
92
Properties=species:S:1:pos:R:3
W -0.410 -0.989 -0.280
Se 1.816 -1.662 1.391
Ge 1.189 -2.976 -2.881
S -0.280 -3.287 0.007
Si -1.999 1.199 0.268
F -1.098 -0.529 -5.186
F -2.863 0.244 -4.199
F -1.513 1.591 -5.210
O 2.339 4.588 -3.246
O 0.308 -0.238 7.997
O 0.137 1.526 -3.163
O -1.084 -0.138 -2.226
O 1.891 0.901 6.966
N 0.757 0.828 -0.343
N -1.403 -1.165 1.851
N 1.904 2.883 -1.071
N -2.519 -1.692 -0.579
N 4.078 1.308 4.350
C 1.210 -1.369 -1.798
C 3.367 -0.883 3.649
C 3.588 1.755 3.190
C 2.976 0.964 2.234
C 3.122 2.757 -1.874
C 2.799 -0.408 2.456
C -4.461 -2.674 0.489
C 1.199 4.164 -1.158
C 0.504 0.568 4.466
C 1.256 1.809 -0.682
C -1.563 0.493 -4.439
C -2.569 -1.817 1.789
C -5.043 -2.904 -0.721
C -3.750 0.975 0.989
C -0.720 0.649 -3.136
C -0.022 0.220 3.246
C -0.908 -0.856 3.104
C -3.106 -1.950 -1.754
C -4.344 -2.538 -1.887
C -1.336 2.561 1.457
C 2.878 3.269 -3.284
C -0.550 -3.636 -3.524
C -3.178 -2.073 0.565
C 2.176 -2.556 -4.562
C 3.974 -0.017 4.534
C -0.698 -1.227 5.495
C -1.230 -1.579 4.271
C 0.182 -0.152 5.621
C 2.180 -4.475 -2.070
C 1.064 4.573 -2.615
C -2.407 2.279 -1.261
C 0.762 0.148 6.945
H -1.839 3.504 1.209
H 0.397 3.878 -3.135
H -4.207 1.969 1.055
H -0.257 2.732 1.414
H 1.178 1.417 4.502
H -4.953 -2.944 1.415
H -0.393 -4.549 -4.106
H 2.562 -4.167 -1.097
H 3.906 3.351 -1.393
H 2.191 2.600 -3.808
H -6.021 -3.368 -0.784
H 2.213 -3.424 -5.226
H -1.512 2.684 -1.739
H -1.038 -2.902 -4.166
H 1.511 -5.320 -1.907
H -0.932 -1.806 6.379
H -1.576 2.324 2.495
H 3.823 3.333 -3.824
H 2.255 1.007 6.074
H 4.381 -0.396 5.468
H -4.742 -2.715 -2.875
H 1.776 4.916 -0.611
H -2.538 -1.677 -2.627
H -4.388 0.353 0.357
H 0.265 0.760 2.358
H 1.308 -0.512 -2.472
H 3.010 -4.790 -2.710
H 1.688 -1.735 -5.093
H 3.273 -1.933 3.900
H 3.680 2.825 3.020
H 0.222 4.058 -0.689
H -3.737 0.541 1.991
H -2.965 1.724 -2.017
H -1.191 -3.862 -2.673
H 0.666 5.587 -2.682
H 2.601 1.428 1.337
H 2.157 -1.417 -1.255
H -1.843 -2.466 4.200
H 3.202 -2.253 -4.335
H 3.423 1.710 -1.885
H -3.028 3.121 -0.935
H -3.126 -2.049 2.690
```

Summary:
net charge	-2
molecular weight	1029.28	g mol⁻¹
E_HOMO (spin up / spin down)	-0.712 / -1.426	eV
LUMO energy (spin up / spin down)	4.131 / 4.127	eV
orbital gap (spin up / spin down)	4.843 / 5.554	eV
expectation value of S²	2.030
calculated total energy	-7427.3972	hartree
multiplicity	3
ΔE to the lowest compared entry with this formula, charge and spin	0.819	eV

Entry 4:
Here is a molecular structure, C32H43B3IN8O6P in a non-equilibrium geometry from the Open Molecules 2025 dataset. Energies are from ωB97M-V/def2-TZVPD.

XYZ file:
```
94
Properties=species:S:1:pos:R:3
I -5.284 -5.032 -1.776
P 0.514 -3.748 -2.078
O -2.343 -4.192 -2.025
O -3.878 -2.701 -3.114
O 1.040 -2.321 -1.601
O 0.709 -4.772 -1.077
O -1.582 -2.463 -3.471
O 1.320 -4.007 -3.422
N 0.557 0.408 0.245
N -7.547 0.452 -9.068
N 2.390 4.623 4.343
N -5.715 -4.002 -6.046
N 0.554 -6.160 1.737
N 1.095 3.161 8.810
N 2.362 -3.070 -6.200
N 6.418 8.054 6.567
C -5.387 -4.628 -7.218
C -0.671 -6.506 2.232
C 1.249 2.140 1.431
C 0.855 -6.649 3.875
C 2.992 4.516 5.567
C 3.479 -2.305 -6.001
C 1.517 1.379 0.326
C 3.785 -1.692 -7.186
C -6.984 -4.355 -5.677
C -7.475 -5.211 -6.625
C -0.318 0.535 1.288
C 2.158 4.046 10.536
C 1.949 -2.949 -7.498
C 5.449 8.527 7.410
C -0.520 -6.814 3.559
C -6.460 -5.385 -7.604
C 0.131 3.642 9.654
C 1.489 -6.247 2.728
C 3.068 5.526 3.573
C 2.334 3.401 9.342
C 2.813 -2.101 -8.138
C -6.378 0.059 -9.658
C -5.962 -1.089 -9.039
C 7.653 8.289 7.107
C 0.083 1.604 2.042
C 4.119 5.999 4.312
C 4.071 5.357 5.579
C 0.759 4.198 10.734
C -6.920 -1.403 -8.037
C 7.473 8.927 8.304
C -7.886 -0.434 -8.081
C 6.073 9.079 8.496
B -1.341 -3.464 -2.576
B -2.783 -1.867 -3.102
B -3.621 -3.816 -2.373
H 4.406 8.431 7.164
H 2.747 5.754 2.571
H -1.543 -6.504 1.600
H 3.957 -2.264 -5.037
H -5.071 -1.645 -9.279
H -0.406 1.960 2.934
H 3.228 3.093 8.828
H -7.425 -3.966 -4.775
H -6.512 -5.995 -8.490
H 0.272 4.664 11.574
H 1.065 -1.755 -2.404
H 8.549 7.985 6.594
H -0.914 3.547 9.413
H 4.614 -1.024 -7.353
H -5.119 -3.377 -5.534
H 2.602 3.855 6.321
H 0.505 -0.294 -0.470
H 4.842 6.725 3.978
H 1.916 -3.633 -5.499
H 6.247 7.600 5.688
H 2.755 -1.806 -9.172
H 2.304 1.445 -0.405
H 2.523 -6.016 2.535
H 2.945 4.371 11.196
H 1.574 4.115 4.053
H 0.736 -5.881 0.786
H -5.945 0.627 -10.464
H -2.798 -0.757 -2.697
H 1.886 -4.794 -3.301
H -1.306 -7.124 4.227
H 8.257 9.249 8.969
H -6.901 -2.244 -7.364
H 5.581 9.538 9.336
H -8.781 -0.300 -7.498
H 1.324 -6.808 4.831
H -1.146 -0.142 1.404
H 0.920 2.703 7.935
H -8.075 1.267 -9.319
H 1.080 -3.475 -7.855
H 4.750 5.497 6.405
H -8.452 -5.664 -6.618
H 1.826 2.987 1.764
H -4.422 -4.480 -7.673
```

Summary:
net charge	0
molecular weight	826.06	g mol⁻¹
E_HOMO	-7.955	eV
LUMO energy	-0.673	eV
orbital gap	7.281	eV
calculated total energy	-2848.5677	hartree

Entry 5:
Here is 6 unconnected molecules or ions with the total composition C32H43Br2F4N2O21 in a non-equilibrium geometry from the Open Molecules 2025 dataset. Energies are from ωB97M-V/def2-TZVPD.

XYZ file:
```
104
Properties=species:S:1:pos:R:3
Br 5.230 1.929 -1.044
Br -2.069 3.172 -3.109
F -6.778 0.649 -1.137
F -7.406 2.654 -0.351
F -6.376 1.194 1.047
F -2.724 -2.157 3.288
O -0.793 -5.072 4.253
O -4.668 3.240 0.419
O -1.100 -7.179 4.674
O 5.754 -1.731 -1.808
O -0.418 -2.435 -3.636
O -9.555 4.228 -3.338
O -0.974 -1.126 2.308
O 3.639 2.044 -3.346
O -0.713 -5.773 6.410
O -8.949 6.298 -2.634
O -3.864 1.229 2.675
O -9.007 5.710 -4.825
O 6.156 -2.270 -3.977
O 5.533 -3.842 -2.618
O 1.505 3.652 -2.304
O 1.295 -2.092 -2.185
O 0.332 5.512 -1.582
O 9.795 -2.721 3.041
O 1.247 -1.197 -4.269
O 8.039 -4.144 3.228
O 8.601 -3.444 1.252
N -3.128 -0.609 1.479
N -2.236 1.704 1.011
C -2.558 1.928 -0.361
C -0.535 -3.745 4.709
C -6.403 1.675 -0.259
C 5.809 -2.533 -2.709
C -1.690 2.783 -1.210
C -9.751 3.856 -1.975
C -1.192 -8.257 5.606
C 0.763 -1.924 -3.255
C -2.163 -1.285 2.369
C 3.637 2.303 -2.175
C -5.043 2.378 -0.676
C -9.150 5.495 -3.510
C -0.131 3.170 0.813
C 9.445 -2.663 0.407
C 5.144 -4.272 -1.314
C -1.086 2.292 1.585
C -0.740 2.092 3.132
C -1.054 -3.240 -2.646
C 2.419 2.964 -1.414
C 0.500 4.324 -1.566
C 1.139 3.859 1.426
C -0.854 -5.987 5.234
C 2.512 -0.589 -4.004
C -8.576 7.029 -5.159
C 6.480 -0.902 -4.225
C -0.444 3.422 -0.649
C -3.154 0.838 1.795
C 8.244 -4.162 4.640
C -1.074 4.638 4.211
C 8.904 -3.370 2.557
C -3.875 1.315 -1.022
C -1.097 3.482 3.797
H 10.480 -2.999 0.479
H 0.364 1.849 3.265
H -8.496 7.087 -6.244
H 9.365 -1.604 0.657
H -2.762 -0.745 0.527
H 9.231 -4.560 4.882
H -1.272 -2.652 -1.751
H 2.839 3.721 -0.677
H 9.108 -2.801 -0.620
H 7.337 -0.594 -3.624
H -0.507 -3.095 3.837
H -5.179 3.049 -1.585
H -5.439 3.779 0.701
H -0.437 -4.105 -2.397
H 1.904 2.113 -0.848
H -2.016 -8.094 6.303
H -8.819 3.936 -1.418
H -9.306 7.769 -4.826
H -1.392 -9.167 5.042
H 2.438 0.102 -3.167
H -1.333 -3.403 5.370
H 0.433 -3.692 5.211
H 7.491 -4.818 5.076
H -1.366 1.291 3.617
H -1.995 -3.596 -3.063
H -0.251 -8.382 6.144
H 4.945 -5.342 -1.360
H 1.084 4.055 2.534
H -1.188 5.758 4.231
H 2.804 -0.027 -4.890
H 1.221 4.882 0.924
H 4.231 -3.764 -0.999
H 3.272 -1.349 -3.810
H 5.949 -4.100 -0.596
H 8.118 -3.163 5.061
H 5.619 -0.260 -4.025
H -7.595 7.235 -4.728
H -3.806 1.284 -2.146
H -10.076 2.816 -1.956
H -10.528 4.469 -1.516
H 6.744 -0.809 -5.277
H -4.115 0.279 -0.645
H 2.108 3.309 1.230
```

Summary:
net charge	+1
molecular weight	1027.49	g mol⁻¹
E_HOMO	-12.177	eV
LUMO energy	-5.213	eV
orbital gap	6.964	eV
calculated total energy	-8481.7852	hartree